The following is a DFT calculation (ωB97M-V/def2-TZVPD) of a molecular structure, C24H35BBr42ClO2P.

As for the net charge: 0. Its strongest force on any atom is 10.35 eV/Å. The value obtained for the HOMO energy is -8.30 eV. The calculation puts the LUMO energy at -0.9 eV. The calculation puts the HOMO-LUMO gap at 7.39 eV.

```
106
Properties=species:S:1:pos:R:3:mulliken_charge:R:1
C -4.1668 -0.4199 3.9265 -0.254
O -3.3510 -0.1615 2.7290 -0.348
C -2.2277 0.7485 3.0015 0.203
C -2.0514 1.9779 1.9316 -0.087
C -2.3366 1.5855 0.3658 -0.635
C -3.9164 1.4012 -0.0305 0.086
C -4.9117 2.5922 0.4960 -0.391
B -6.1558 1.9697 1.4332 -0.093
C -7.1279 0.7863 0.7483 -0.411
C -8.3994 0.3629 1.6938 0.404
O -9.5585 1.0240 1.7957 -0.439
Cl -8.2422 -1.2075 2.6887 -0.156
P -6.4915 2.5921 3.2540 0.255
C -7.9468 3.8614 3.1420 -0.852
C -4.9338 3.4789 3.9334 -0.708
H -4.3562 0.5121 4.6096 0.177
H -5.2415 -0.7514 3.5263 -0.044
H -3.6864 -1.3331 4.5078 0.216
H -2.3786 1.2536 4.0697 0.209
H -1.2065 0.1383 3.0918 -0.295
H -2.6666 2.9122 2.3106 -0.040
H -0.9042 2.3030 1.9872 0.198
H -1.9273 2.4918 -0.2937 0.178
H -1.7467 0.6386 -0.0019 0.254
H -4.3838 0.3782 0.3667 0.084
H -3.9741 1.3440 -1.2107 0.047
H -4.3787 3.5080 0.9926 0.279
H -5.4606 3.0200 -0.4737 0.224
H -6.4785 -0.2049 0.6040 0.315
H -7.5013 1.1224 -0.3278 0.241
H -8.9347 3.2675 3.3857 0.241
H -7.8392 4.7592 3.8850 0.365
H -7.9943 4.2784 2.0421 0.238
H -4.1785 2.7495 4.4869 -0.075
H -4.3358 4.0684 3.1041 0.276
H -5.2433 4.3018 4.7402 0.361
C 1.4502 -0.4594 5.0195 0.347
Br 1.7258 -0.7467 6.9236 -0.060
Br 0.2856 -1.8113 4.2446 0.034
Br 0.8189 1.3417 4.6432 0.020
H 2.4269 -0.5635 4.5357 -0.320
C -0.7966 3.9820 7.4732 -0.411
Br 0.9210 4.7729 7.0166 -0.014
Br -2.1400 4.3323 6.1105 0.054
Br -0.6383 2.0825 7.8619 -0.004
H -1.1388 4.4690 8.3921 0.372
C 2.5962 -5.2787 2.4422 -0.315
Br 3.3004 -4.4077 0.8517 -0.003
Br 3.0372 -4.2949 4.0615 -0.011
Br 0.6857 -5.6150 2.2973 -0.042
H 3.0878 -6.2541 2.5168 0.380
C 6.1584 -1.4830 4.1363 -0.335
Br 5.6167 -1.3078 5.9965 -0.040
Br 4.7664 -0.8825 2.9174 0.033
Br 7.8553 -0.5971 3.7901 -0.052
H 6.3106 -2.5506 3.9469 0.413
C 6.0761 -0.9136 -0.6630 0.324
Br 6.3420 -2.7481 -1.2532 -0.016
Br 7.7597 -0.0428 -0.2253 0.019
Br 5.0407 0.1170 -1.9475 0.093
H 5.4889 -0.9567 0.2601 -0.370
C -10.5957 0.7446 -1.8279 -0.486
Br -10.2057 -0.8916 -2.8051 -0.090
Br -12.4777 1.2238 -1.9405 -0.108
Br -9.9819 0.6504 0.0156 0.296
H -10.0316 1.5484 -2.3120 0.335
C 8.2569 0.8129 -4.2495 0.107
Br 8.5228 -1.0215 -4.8397 0.012
Br 9.9405 1.6837 -3.8118 -0.052
Br 7.2215 1.8435 -5.5340 -0.001
H 7.6697 0.7699 -3.3264 -0.121
C -1.2655 -6.5414 5.9420 -0.373
Br -0.6066 -4.7451 5.5907 0.095
Br -3.1590 -6.7113 5.5298 -0.022
Br -0.2025 -7.8930 5.0323 -0.032
H -1.1551 -6.7179 7.0169 0.363
C 0.8851 1.4743 -2.9947 -0.332
Br 1.2751 -0.1619 -3.9719 -0.015
Br -0.9970 1.9535 -3.1073 -0.052
Br 1.4989 1.3801 -1.1512 -0.014
H 1.4492 2.2781 -3.4789 0.383
C -7.0448 -0.8862 -5.4730 -0.332
Br -8.2856 0.5451 -5.9156 -0.008
Br -5.9634 -1.4060 -7.0042 -0.042
Br -5.9476 -0.4414 -3.9295 0.039
H -7.6473 -1.7576 -5.1965 0.330
C 11.8569 1.2676 -7.3057 0.273
Br 12.1228 -0.5668 -7.8959 0.030
Br 13.5405 2.1384 -6.8679 -0.006
Br 10.8215 2.2982 -8.5901 -0.018
H 11.2697 1.2245 -6.3825 -0.247
C -11.2459 -3.2830 5.2494 -0.326
Br -9.4928 -3.7364 5.9603 -0.037
Br -11.1567 -1.7982 3.9958 0.030
Br -12.1357 -4.8305 4.4764 -0.013
H -11.8577 -2.9515 6.0947 0.337
C 12.7139 1.2474 -12.3442 -0.251
Br 12.6209 1.8445 -14.1932 -0.029
Br 12.9936 -0.6735 -12.2170 -0.009
Br 14.0426 2.2411 -11.3287 -0.006
H 11.7403 1.4596 -11.8903 0.288
C 16.0071 -3.0236 -10.2153 -0.192
Br 16.0079 -4.1557 -8.6333 -0.012
Br 16.5628 -1.2052 -9.8044 0.019
Br 17.0611 -3.7942 -11.6572 -0.018
H 14.9724 -2.9695 -10.5692 0.191
```


The following is a DFT calculation (ωB97M-V/def2-TZVPD) of a molecular structure, C24H35BF9N3OPbS.

As for the net charge: +2. Its strongest force on any atom is 7.70 eV/Å. The value obtained for the HOMO energy is -13.50 eV. The calculation puts the LUMO energy at -10.4 eV. The calculation puts the HOMO-LUMO gap at 3.09 eV.

```
75
Properties=species:S:1:pos:R:3:mulliken_charge:R:1
C 0.7987 -2.0515 0.1071 -0.522
C 1.6157 -2.2957 1.5392 0.159
C 2.3129 -3.7765 1.6474 -0.601
C 1.2702 -5.0138 1.9164 -0.649
C -0.2444 -4.5591 2.3571 -0.315
C -0.3447 -3.9992 3.9221 -0.614
C -1.6182 -2.9201 3.9833 -0.593
C -1.1057 -1.3571 4.2390 -0.602
C -1.5326 -0.4956 2.9108 -0.094
C -1.2486 1.1446 3.0738 -0.586
C -1.3557 1.8436 1.5682 -0.139
C -1.0761 3.4588 1.6033 -0.527
C 0.5066 3.8407 1.3055 0.513
C 1.4685 4.4438 2.5040 -0.330
C 3.0216 4.7951 2.1011 -0.730
C 3.5262 4.5693 0.5523 -0.421
C 2.5595 3.9629 -0.6713 0.377
N 3.2109 3.8453 -2.0196 -0.450
C 2.1935 3.2466 -2.9526 0.137
B 2.7165 3.0318 -4.5327 0.550
N 4.0889 2.4043 -4.7995 -0.568
O 1.9056 3.4583 -5.7018 -0.564
C 0.6671 2.7904 -2.6138 -0.004
C -0.3598 2.0878 -3.7315 -0.386
C -1.3562 1.0534 -2.8736 -0.596
C -1.7009 -0.2651 -3.8450 0.664
F -0.4131 -1.0159 -3.9412 -0.261
F -2.1157 0.3494 -5.1618 -0.296
C -2.9066 -1.0707 -3.0867 0.671
F -2.6216 -1.1727 -1.6063 -0.191
F -4.1303 -0.2193 -3.1993 -0.247
S -3.2246 -2.8119 -3.6798 1.115
F -4.8033 -2.3482 -4.2516 -0.307
F -2.5555 -2.5531 -5.2338 -0.287
F -1.7776 -3.4468 -3.0176 -0.255
F -3.9892 -3.1176 -2.1423 -0.318
F -3.6141 -4.4199 -4.1898 -0.278
N 0.0792 2.9820 -1.2414 -0.153
C 1.0372 3.5772 -0.2532 0.216
H 1.1346 -2.7965 -0.7368 0.347
H -0.3771 -2.1239 0.2747 0.020
H 1.0226 -0.9239 -0.2101 0.021
H 2.5085 -1.5038 1.5122 0.374
H 0.9521 -2.0079 2.4603 -0.403
H 2.8535 -3.9881 0.6127 0.311
H 3.1209 -3.7992 2.5114 0.281
H 1.6944 -5.7274 2.7595 0.256
H 1.2056 -5.6437 0.9241 0.293
H -0.7686 -3.8244 1.5851 -0.026
H -0.9061 -5.5504 2.3334 0.369
H 0.6900 -3.4868 4.1424 0.292
H -0.5738 -4.9088 4.6520 0.339
H -2.3799 -3.2357 4.8389 0.377
H -2.2246 -2.9700 2.9758 0.333
H -1.6267 -0.9194 5.2090 0.374
H 0.0766 -1.3418 4.3559 0.300
H -0.9102 -0.8331 1.9608 -0.343
H -2.6988 -0.6832 2.7481 0.386
H -2.1096 1.5499 3.7853 0.316
H -0.1967 1.3605 3.5603 0.176
H -2.4943 1.7057 1.2407 0.312
H -0.7007 1.2823 0.7776 0.001
H -1.4102 3.8594 2.6618 0.224
H -1.7922 3.9363 0.7759 0.361
H 0.9818 4.5915 3.5639 0.369
H 3.7353 5.2160 2.9597 0.236
H 4.6505 4.8365 0.3007 0.390
H 4.1266 1.9729 -5.7552 0.271
H 4.2544 1.6314 -4.0873 0.268
H 2.4874 3.7363 -6.4699 0.326
H -1.0826 2.8820 -4.2097 0.274
H 0.1961 1.4053 -4.5013 0.367
H -0.7890 0.5841 -1.9337 0.051
H -2.3501 1.5622 -2.5235 0.419
Pb 0.8161 6.1801 4.3613 1.220
```


The following is a DFT calculation (ωB97M-V/def2-TZVPD) of a molecular structure, C24H35BFeN5O8.

As for the net charge: +2. Its strongest force on any atom is 1.50 eV/Å. The value obtained for the HOMO energy (spin up / spin down) is -13.19 / -13.19 eV. The spin multiplicity is 6. The value obtained for the energy relative to the best compared isomer or geometry (same formula, charge and spin) is 0.0 kcal/mol. The calculation puts the LUMO energy (spin up / spin down) at -5.1 / -9.1 eV. The calculation puts the HOMO-LUMO gap (spin up / spin down) at 8.11 / 4.09 eV.

```
74
Properties=species:S:1:pos:R:3:mulliken_spin:R:1
Fe 16.6994 17.3001 25.0130 4.367
O 20.2874 16.2429 32.3591 0.000
C 20.5051 16.2102 31.1935 0.000
O 19.6080 15.9049 30.2364 0.001
B 20.2453 15.9542 28.9438 0.000
O 21.6111 16.3594 29.1507 0.001
C 21.8292 16.5231 30.4711 0.000
O 22.8509 16.8667 30.9664 0.000
O 19.5008 16.9420 28.0434 0.014
C 18.8973 16.3052 27.1351 -0.002
O 18.0965 16.8090 26.3356 0.143
C 19.3128 14.8101 27.1690 0.014
O 20.1084 14.6838 28.1851 0.005
O 18.9397 13.9811 26.3849 0.002
C 13.5666 18.2628 29.3396 0.000
C 12.6096 17.3818 28.5335 0.001
C 13.2718 16.1339 27.9550 -0.001
C 14.3846 16.4100 27.0626 0.018
N 15.2597 16.6157 26.3512 0.081
H 13.0163 19.0040 29.9126 0.000
H 14.2770 18.7783 28.6847 0.000
H 14.1769 17.6694 30.0240 0.000
H 12.1413 17.9938 27.7610 0.000
H 11.8050 17.0547 29.1912 0.000
H 12.5494 15.5962 27.3264 0.001
H 13.5649 15.4370 28.7401 0.001
C 13.6133 15.9886 20.9314 0.000
C 12.6922 17.1768 21.2220 0.001
C 13.3998 18.3942 21.8361 -0.001
C 14.3446 18.0308 22.8867 0.022
N 15.0990 17.7285 23.6960 0.060
H 14.5617 16.2716 20.4644 0.000
H 13.1178 15.2884 20.2650 0.000
H 13.8828 15.4792 21.8606 0.000
H 11.9267 16.8332 21.9167 0.000
H 12.2371 17.5021 20.2897 0.000
H 12.6996 19.1343 22.2233 0.001
H 14.0051 18.9003 21.0755 0.001
C 21.8091 18.6652 23.0503 0.000
C 20.9424 19.0163 21.8464 0.002
C 19.5929 19.6286 22.2732 -0.001
C 18.8203 18.7361 23.1339 0.032
N 18.2194 18.0367 23.8185 0.061
H 21.4077 17.8026 23.5835 0.000
H 21.9077 19.4983 23.7515 0.000
H 22.8288 18.4401 22.7424 0.000
H 20.7596 18.1059 21.2767 0.000
H 21.4226 19.7638 21.2192 0.000
H 18.9167 19.8456 21.4417 0.001
H 19.7501 20.5394 22.8566 0.001
C 16.1602 12.6526 21.5711 0.000
C 17.5965 12.8363 22.0479 0.001
C 17.7380 13.0132 23.5663 -0.003
C 17.2796 14.3376 23.9819 0.032
N 16.9223 15.3860 24.2824 0.068
H 16.1426 12.0936 20.6401 0.000
H 15.6496 13.6128 21.4553 0.000
H 15.5446 12.1099 22.2931 0.000
H 18.0875 13.6812 21.5602 0.000
H 18.1911 11.9704 21.7554 0.000
H 18.7789 12.9661 23.8902 0.001
H 17.1507 12.3013 24.1488 0.002
C 17.3301 23.8452 27.0500 0.000
C 17.5699 22.3523 26.8648 0.001
C 16.2727 21.5453 27.0447 0.000
C 16.3723 20.2242 26.4198 0.014
N 16.4604 19.1759 25.9639 0.056
H 18.2728 24.3857 26.9864 0.000
H 16.9363 24.0780 28.0418 0.000
H 16.6234 24.2285 26.3143 0.000
H 18.3406 22.0300 27.5647 0.000
H 17.9633 22.1587 25.8630 0.000
H 15.3999 22.0414 26.6185 0.000
H 16.0814 21.3471 28.1032 0.001
```